Record 1
This record from the OMol25 dataset describes a 4-piece molecular cluster, C48H88N5O5 overall. The level of theory is wB97M-V/def2-TZVPD.

Atoms and positions in Å:
C -0.828 0.550 -1.841
C -0.063 -0.522 -2.618
C -0.119 -0.190 -4.128
C -0.477 -2.010 -2.380
C 0.760 -2.848 -2.010
C -1.651 -2.299 -1.423
O -1.262 -2.784 -0.136
C -1.104 -1.845 0.902
C -2.270 -0.914 1.160
N -3.541 -1.648 1.199
C 0.287 -1.223 0.998
C 1.207 -2.336 1.474
O 2.399 -2.322 1.389
N 0.410 -3.346 1.968
C -0.974 -2.800 2.195
C -1.839 -4.043 2.284
C -0.861 -2.089 3.540
C -2.166 -1.852 4.325
C -1.963 -0.661 5.267
C -1.832 0.601 4.468
C -0.569 1.147 4.225
C -0.405 2.258 3.398
C -1.517 2.859 2.816
C -2.791 2.352 3.074
C -2.930 1.227 3.884
H -0.591 1.515 -2.281
H -1.901 0.439 -1.973
H -0.566 0.623 -0.792
H 0.987 -0.427 -2.348
H -0.270 0.873 -4.291
H 0.845 -0.432 -4.569
H -0.888 -0.761 -4.637
H -0.780 -2.394 -3.350
H 1.473 -2.299 -1.407
H 0.495 -3.802 -1.572
H 1.272 -3.080 -2.943
H -2.376 -1.493 -1.358
H -2.191 -3.135 -1.860
H -2.323 -0.215 0.316
H -2.124 -0.288 2.033
H -3.514 -2.353 0.471
H -4.283 -1.011 0.946
H 0.672 -0.741 0.105
H 0.172 -0.385 1.685
H 0.427 -4.212 1.452
H -1.689 -4.711 1.444
H -1.541 -4.576 3.186
H -2.894 -3.822 2.384
H -0.240 -2.719 4.167
H -0.344 -1.140 3.460
H -3.044 -1.721 3.697
H -2.352 -2.735 4.936
H -1.014 -0.836 5.774
H -2.716 -0.605 6.048
H 0.320 0.703 4.647
H 0.578 2.643 3.179
H -1.382 3.704 2.160
H -3.641 2.821 2.603
H -3.923 0.832 4.055
C 5.873 2.207 6.107
C 4.454 2.305 5.515
C 4.162 1.076 4.660
C 4.924 1.072 3.339
C 4.659 2.364 2.568
C 4.927 3.639 3.377
N 4.286 3.566 4.728
O 3.033 3.844 4.599
C 6.445 3.882 3.499
C 4.395 4.842 2.604
C 3.516 2.322 6.717
H 5.906 1.402 6.841
H 6.642 1.974 5.375
H 6.148 3.132 6.614
H 3.089 1.033 4.444
H 4.399 0.177 5.231
H 5.996 0.938 3.507
H 4.601 0.218 2.741
H 5.270 2.372 1.663
H 3.615 2.355 2.237
H 6.654 4.663 4.231
H 6.846 4.213 2.541
H 7.011 2.994 3.770
H 3.340 4.741 2.358
H 4.941 4.935 1.666
H 4.529 5.765 3.170
H 3.675 3.214 7.325
H 3.712 1.449 7.339
H 2.468 2.290 6.424
C -8.406 -2.123 -2.728
C -6.974 -1.948 -2.191
C -6.378 -0.643 -2.721
C -6.032 -0.707 -4.207
C -5.113 -1.894 -4.494
C -5.648 -3.229 -3.970
N -6.113 -3.115 -2.552
O -5.098 -3.172 -1.757
C -6.787 -3.735 -4.876
C -4.549 -4.281 -4.073
C -7.122 -1.866 -0.676
H -9.058 -1.375 -2.278
H -8.495 -1.989 -3.803
H -8.800 -3.107 -2.470
H -5.469 -0.404 -2.157
H -7.081 0.172 -2.536
H -6.941 -0.771 -4.811
H -5.534 0.217 -4.505
H -4.941 -1.979 -5.569
H -4.136 -1.694 -4.039
H -7.308 -4.573 -4.412
H -6.378 -4.085 -5.824
H -7.518 -2.971 -5.131
H -3.642 -3.982 -3.550
H -4.289 -4.427 -5.120
H -4.879 -5.238 -3.667
H -7.506 -2.803 -0.269
H -7.827 -1.074 -0.424
H -6.182 -1.640 -0.178
C 4.846 1.165 -1.355
C 3.409 1.279 -1.897
C 3.090 0.066 -2.771
C 3.814 0.099 -4.116
C 3.526 1.408 -4.851
C 3.810 2.658 -4.015
N 3.210 2.552 -2.650
O 1.951 2.843 -2.697
C 5.330 2.898 -3.924
C 3.249 3.880 -4.735
C 2.522 1.255 -0.659
H 4.901 0.345 -0.639
H 5.594 0.939 -2.111
H 5.142 2.078 -0.836
H 2.010 0.023 -2.952
H 3.350 -0.845 -2.228
H 4.890 -0.034 -3.977
H 3.482 -0.742 -4.728
H 4.115 1.455 -5.770
H 2.475 1.411 -5.157
H 5.557 3.657 -3.175
H 5.707 3.255 -4.882
H 5.903 2.003 -3.692
H 2.187 3.780 -4.951
H 3.766 4.004 -5.686
H 3.396 4.786 -4.146
H 2.698 2.131 -0.031
H 2.742 0.368 -0.063
H 1.461 1.217 -0.903

multiplicity = 4
E_HOMO (spin up / spin down) = -8.37 / -8.86 eV
max |F| = 3.2 eV/Å


Record 2
This record from the OMol25 dataset describes a 12-piece molecular cluster, C48H88O28S8 overall. The level of theory is wB97M-V/def2-TZVPD.

Atoms and positions in Å:
C 7.630 -18.993 -3.588
C 9.133 -19.001 -3.525
C 9.775 -19.656 -4.676
O 10.852 -18.802 -4.998
C 10.672 -17.625 -4.442
O 11.347 -16.682 -4.532
O 9.576 -17.664 -3.644
H 7.272 -18.206 -2.864
H 7.182 -19.920 -3.166
H 7.208 -18.749 -4.561
H 9.384 -19.392 -2.531
H 9.127 -19.713 -5.570
H 10.239 -20.687 -4.676
C 12.988 -20.255 -14.850
C 12.763 -21.073 -13.553
C 13.425 -22.446 -13.505
O 14.634 -22.226 -12.721
C 14.638 -20.987 -12.170
O 15.526 -20.561 -11.493
O 13.592 -20.320 -12.636
H 14.011 -20.186 -15.150
H 12.574 -19.211 -14.720
H 12.425 -20.711 -15.647
H 11.688 -21.070 -13.295
H 13.709 -22.743 -14.498
H 12.852 -23.264 -13.071
C 15.649 -20.370 -3.741
C 14.590 -20.768 -2.793
C 13.471 -19.735 -2.519
O 12.426 -20.488 -2.066
C 12.633 -21.744 -2.539
O 11.870 -22.682 -2.425
O 13.821 -21.887 -3.136
H 15.337 -20.421 -4.810
H 16.476 -20.979 -3.511
H 16.038 -19.341 -3.529
H 15.107 -20.942 -1.824
H 13.354 -19.147 -3.432
H 13.746 -19.031 -1.706
C 11.484 -25.699 -6.423
C 12.153 -24.698 -5.418
C 13.595 -25.038 -5.293
O 14.283 -23.798 -5.695
C 13.407 -22.874 -6.013
O 13.662 -21.787 -6.404
O 12.124 -23.271 -5.914
H 10.440 -25.417 -6.476
H 11.519 -26.713 -5.992
H 11.918 -25.733 -7.447
H 11.700 -24.787 -4.433
H 13.899 -25.748 -6.050
H 13.899 -25.282 -4.249
C 10.677 -14.539 -8.511
C 9.398 -14.284 -7.593
C 8.295 -15.324 -7.745
S 9.275 -16.752 -8.298
O 8.934 -17.027 -9.667
O 9.145 -17.767 -7.262
C 10.955 -15.999 -8.361
H 11.463 -13.912 -8.032
H 10.442 -14.140 -9.475
H 9.029 -13.346 -7.807
H 9.820 -14.312 -6.584
H 7.565 -15.094 -8.500
H 7.862 -15.712 -6.842
H 11.467 -16.433 -9.226
H 11.438 -16.103 -7.446
C 6.218 -19.913 -8.331
C 6.403 -21.360 -8.757
C 5.622 -21.537 -9.989
S 5.986 -19.993 -10.963
O 4.827 -19.543 -11.674
O 7.239 -20.320 -11.588
C 6.435 -18.975 -9.553
H 6.889 -19.594 -7.490
H 5.221 -19.838 -7.955
H 6.045 -22.049 -8.004
H 7.458 -21.549 -9.005
H 4.552 -21.659 -9.849
H 5.996 -22.369 -10.585
H 5.815 -18.086 -9.578
H 7.414 -18.657 -9.827
C 9.660 -18.275 -13.985
C 10.380 -18.024 -12.641
C 10.678 -16.562 -12.452
S 11.207 -15.988 -14.060
O 12.522 -16.509 -14.424
O 10.911 -14.574 -14.178
C 9.969 -17.110 -14.920
H 8.633 -18.417 -13.803
H 10.127 -19.230 -14.382
H 11.348 -18.532 -12.764
H 9.955 -18.451 -11.765
H 11.485 -16.374 -11.772
H 9.786 -15.925 -12.172
H 10.296 -17.435 -15.904
H 9.031 -16.483 -14.973
C 16.266 -17.083 -12.265
C 16.946 -16.857 -10.877
C 15.793 -16.985 -9.880
S 14.338 -16.231 -10.636
O 14.217 -14.883 -10.180
O 13.180 -17.064 -10.393
C 14.952 -16.272 -12.300
H 16.012 -18.172 -12.515
H 16.878 -16.755 -13.087
H 17.381 -15.806 -10.815
H 17.744 -17.583 -10.809
H 15.845 -16.454 -8.956
H 15.523 -18.063 -9.658
H 15.211 -15.210 -12.585
H 14.183 -16.632 -13.001
C 17.209 -24.330 -10.354
C 17.123 -25.467 -9.280
C 15.922 -26.356 -9.721
S 14.686 -25.199 -10.117
O 13.718 -25.017 -9.039
O 14.205 -25.542 -11.456
C 15.818 -23.719 -10.122
H 17.299 -24.709 -11.368
H 18.038 -23.546 -10.256
H 16.896 -25.113 -8.311
H 18.006 -26.085 -9.158
H 15.506 -26.951 -8.915
H 16.182 -26.924 -10.541
H 15.646 -23.190 -9.145
H 15.405 -23.113 -10.961
C 19.006 -19.458 -7.911
C 17.710 -20.188 -7.378
C 17.815 -21.631 -7.929
S 19.547 -22.128 -7.875
O 19.937 -22.712 -9.114
O 19.812 -22.705 -6.564
C 20.218 -20.415 -7.830
H 19.171 -18.403 -7.504
H 18.868 -19.215 -9.003
H 16.879 -19.792 -7.968
H 17.674 -20.128 -6.286
H 17.558 -21.812 -8.997
H 17.293 -22.440 -7.376
H 20.834 -20.319 -8.753
H 20.759 -20.410 -6.854
C 10.771 -26.217 -11.996
C 10.346 -26.365 -10.512
C 10.918 -27.655 -9.919
S 11.139 -28.714 -11.278
O 9.760 -29.049 -11.631
O 12.152 -29.764 -11.158
C 11.620 -27.400 -12.435
H 11.312 -25.317 -12.114
H 9.921 -26.216 -12.606
H 9.215 -26.437 -10.505
H 10.671 -25.475 -9.986
H 10.252 -28.117 -9.228
H 11.888 -27.548 -9.472
H 11.162 -27.640 -13.398
H 12.656 -27.144 -12.581
C 11.710 -20.193 -8.177
C 12.980 -20.463 -9.083
C 12.676 -21.890 -9.651
S 10.905 -22.001 -9.957
O 10.359 -23.201 -9.403
O 10.699 -21.700 -11.370
C 10.453 -20.502 -8.965
H 11.676 -19.254 -7.694
H 11.809 -20.842 -7.347
H 13.883 -20.529 -8.400
H 12.985 -19.693 -9.815
H 12.950 -22.713 -8.992
H 12.980 -22.002 -10.707
H 9.623 -20.605 -8.288
H 10.301 -19.654 -9.652

E_HOMO = -9.98 eV
max |F| = 3.8 eV/Å
SMILES string = C[C@H]1COC(=O)O1.C[C@H]1COC(=O)O1.C[C@H]1COC(=O)O1.C[C@H]1COC(=O)O1.O=S1(=O)CCCC1.O=S1(=O)CCCC1.O=S1(=O)CCCC1.O=S1(=O)CCCC1.O=S1(=O)CCCC1.O=S1(=O)CCCC1.O=S1(=O)CCCC1.O=S1(=O)CCCC1


Record 3
This record from the OMol25 dataset describes C48H93Br9Hg2N5O5 as an isolated structure. The level of theory is wB97M-V/def2-TZVPD.

Atoms and positions in Å:
Hg 21.127 -2.911 12.829
Hg 23.340 -0.234 10.984
C 23.298 -4.420 10.995
C 22.088 -4.459 10.009
C 21.417 -5.824 10.226
C 20.096 -6.005 9.513
C 19.176 -4.822 9.935
C 19.745 -3.426 9.790
N 21.102 -3.376 10.366
O 21.713 -2.085 10.397
C 18.877 -2.508 10.678
C 19.596 -3.054 8.303
C 22.707 -4.306 8.607
H 24.044 -5.057 10.525
H 22.879 -4.773 11.941
H 23.684 -3.408 11.116
H 21.219 -6.040 11.280
H 22.105 -6.633 9.956
H 19.608 -6.897 9.916
H 20.206 -6.230 8.450
H 18.896 -4.974 10.981
H 18.319 -5.079 9.308
H 19.261 -1.490 10.619
H 18.892 -2.864 11.710
H 17.812 -2.542 10.434
H 19.534 -3.931 7.660
H 20.556 -2.621 7.986
H 18.961 -2.212 8.029
H 23.461 -3.522 8.571
H 22.043 -4.066 7.775
H 23.145 -5.291 8.424
C 17.863 -5.461 15.357
C 18.719 -4.205 15.193
C 18.686 -3.532 16.615
C 19.693 -4.105 17.584
C 21.056 -4.256 16.975
C 21.072 -4.941 15.606
N 20.067 -4.408 14.689
O 20.114 -4.944 13.352
C 20.971 -6.470 15.862
C 22.503 -4.695 15.034
C 17.971 -3.171 14.323
H 18.095 -6.136 16.179
H 17.997 -6.119 14.489
H 16.791 -5.257 15.314
H 17.686 -3.687 17.031
H 18.700 -2.441 16.588
H 19.354 -5.113 17.850
H 19.728 -3.481 18.480
H 21.759 -4.721 17.666
H 21.399 -3.234 16.766
H 21.716 -6.920 16.520
H 21.074 -6.965 14.894
H 20.006 -6.727 16.296
H 23.252 -5.113 15.708
H 22.622 -3.613 14.905
H 22.748 -5.096 14.049
H 16.980 -2.915 14.711
H 17.824 -3.545 13.311
H 18.437 -2.184 14.345
C 20.452 0.518 8.466
C 21.190 1.875 8.506
C 20.157 2.819 9.187
C 20.754 4.082 9.733
C 21.852 3.811 10.701
C 22.953 2.903 10.159
N 22.363 1.748 9.428
O 23.304 0.789 8.891
C 23.753 2.546 11.422
C 23.869 3.715 9.205
C 21.467 2.336 7.082
H 20.753 -0.242 7.747
H 19.367 0.639 8.459
H 20.713 0.084 9.437
H 19.641 2.323 10.017
H 19.356 3.124 8.505
H 20.015 4.749 10.190
H 21.111 4.630 8.852
H 21.479 3.495 11.677
H 22.282 4.814 10.812
H 24.364 3.405 11.712
H 24.531 1.801 11.218
H 23.182 2.290 12.317
H 24.437 4.422 9.827
H 23.370 4.382 8.503
H 24.678 3.118 8.787
H 21.201 3.389 6.955
H 21.059 1.760 6.250
H 22.536 2.240 6.863
C 26.432 -3.378 8.829
C 27.316 -2.401 9.641
C 28.638 -2.380 8.817
C 29.602 -1.328 9.335
C 29.023 0.110 9.287
C 27.575 0.173 9.887
N 26.786 -1.032 9.567
O 25.487 -0.892 9.986
C 26.875 1.448 9.402
C 27.774 0.241 11.436
C 27.609 -2.931 11.037
H 26.153 -2.921 7.884
H 25.630 -3.558 9.549
H 26.938 -4.337 8.713
H 28.370 -2.059 7.805
H 29.075 -3.374 8.705
H 30.445 -1.209 8.645
H 30.041 -1.566 10.305
H 29.108 0.527 8.280
H 29.771 0.710 9.815
H 26.791 1.375 8.316
H 27.397 2.328 9.776
H 25.850 1.452 9.772
H 28.747 -0.161 11.721
H 27.041 -0.244 12.085
H 27.618 1.284 11.742
H 27.352 -3.993 11.036
H 26.883 -2.437 11.691
H 28.607 -2.769 11.439
C 25.134 -0.018 13.992
C 23.780 0.151 14.671
C 23.736 1.643 15.111
C 22.469 2.147 15.792
C 21.265 1.758 14.903
C 21.294 0.339 14.245
N 22.625 -0.063 13.804
O 22.749 -1.227 13.033
C 20.336 0.501 13.045
C 20.652 -0.626 15.262
C 23.795 -0.731 15.930
H 25.987 0.147 14.647
H 25.244 0.665 13.146
H 25.293 -1.027 13.606
H 23.818 2.397 14.321
H 24.680 1.766 15.649
H 22.291 3.200 16.015
H 22.279 1.652 16.752
H 21.034 2.561 14.198
H 20.341 1.753 15.490
H 20.728 1.087 12.209
H 19.400 0.943 13.386
H 20.095 -0.445 12.548
H 19.648 -0.230 15.437
H 21.137 -0.619 16.237
H 20.506 -1.639 14.892
H 23.515 -1.771 15.747
H 23.137 -0.479 16.766
H 24.748 -0.682 16.460
C 28.454 3.044 13.980
Br 30.076 4.010 14.474
Br 27.147 4.225 13.143
Br 27.634 2.150 15.450
H 28.737 2.275 13.272
C 17.485 4.776 11.909
Br 17.507 6.347 13.062
Br 15.772 3.895 11.863
Br 18.852 3.592 12.633
H 17.832 5.025 10.913
C 23.755 -0.594 20.078
Br 25.028 0.591 19.140
Br 23.399 -2.119 18.897
Br 22.139 0.391 20.470
H 24.215 -1.005 20.967

charge = -1
E_HOMO = -2.92 eV
max |F| = 2.7 eV/Å